Model one:
{
  "formula": "C5H8N2O",
  "method": "the ωB97M-V functional and the def2-TZVPD basis",
  "symbols": ["C", "C", "C", "C", "C", "N", "N", "O", "H", "H", "H", "H", "H", "H", "H", "H"],
  "xyz": [[0.8517, -1.8051, 0.1154], [-2.4949, -0.2762, -0.1775], [1.4500, -0.4894, -0.2252], [0.1571, 0.3536, -0.3282], [0.3548, 1.6844, 0.3683], [-0.4037, -1.8287, 0.2973], [-0.8262, -0.5210, 0.3087], [-2.7227, 0.8205, -0.5083], [1.3630, -2.7360, 0.1635], [-2.9676, -1.2369, 0.1285], [1.8182, -0.1949, 0.6700], [2.1161, -0.4211, -0.9887], [-0.0663, 0.4878, -1.3476], [0.4510, 1.7745, 1.4419], [-0.3325, 2.3929, 0.2053], [1.2521, 1.9955, -0.1235]],
  "lowdin_charge": [-0.090, -0.330, -0.075, -0.313, -0.022, 0.099, 0.027, -0.027, 0.111, 0.081, 0.088, 0.097, 0.141, 0.098, 0.034, 0.083],
  "gap_ev": [5.32, 7.62],
  "s_squared": 2.0169,
  "multiplicity": 3,
  "e_lumo_ev": [0.709, -2.117],
  "homo_ev": [-4.62, -9.74]
}



Model two:
{
  "formula": "C5H8N2O",
  "method": "the ωB97M-V functional and the def2-TZVPD basis",
  "symbols": ["C", "C", "C", "C", "C", "N", "N", "O", "H", "H", "H", "H", "H", "H", "H", "H"],
  "xyz": [[-1.3877, 0.7517, 0.4313], [0.4466, -0.6455, -0.1283], [-0.4587, -0.2291, 0.8151], [-0.0619, 1.1875, -1.4457], [1.8266, -1.1255, 0.0527], [-1.1884, 1.3600, -0.7663], [-0.5681, -0.7884, 2.1012], [-0.1643, 1.3367, -2.7921], [-2.1397, 1.1461, 1.0929], [2.1119, -1.8277, -0.7324], [2.5147, -0.2813, 0.0195], [1.9558, -1.6026, 1.0293], [-1.9444, 1.9270, -1.1459], [-1.5093, -0.7839, 2.4692], [-0.1484, -1.7051, 2.1784], [0.7153, 1.2801, -3.1790]],
  "lowdin_charge": [-0.085, -0.040, -0.395, -0.150, -0.125, -0.013, 0.072, 0.024, 0.111, 0.066, 0.070, 0.064, 0.151, 0.077, 0.080, 0.094],
  "gap_ev": [6.70, 7.51],
  "s_squared": 2.0701,
  "multiplicity": 3,
  "e_lumo_ev": [1.058, -0.237],
  "homo_ev": [-5.64, -7.75]
}



The structure with the greatest stability is model two.



Model one:
{
  "formula": "C16H23O",
  "method": "the ωB97M-V functional and the def2-TZVPD basis",
  "symbols": ["C", "O", "C", "C", "C", "C", "C", "C", "C", "C", "H", "H", "H", "H", "H", "H", "H", "H", "H", "H", "H", "C", "C", "C", "C", "C", "C", "C", "H", "H", "H", "H", "H", "H", "H", "H", "H", "H", "H", "H"],
  "xyz": [[-0.7532, -1.0722, 4.2645], [0.1039, -0.2641, 3.4349], [-0.2872, 0.0836, 2.2231], [0.3705, 1.2575, 1.7023], [-0.3380, 2.1282, 0.8479], [0.3296, 3.2031, 0.2760], [1.6929, 3.4130, 0.5376], [2.4345, 4.5259, -0.1318], [2.3505, 2.6030, 1.4745], [1.7030, 1.5416, 2.0801], [-0.0897, -1.5202, 5.0052], [-1.4907, -0.4352, 4.7744], [-1.2666, -1.8535, 3.6831], [-1.3364, -0.1176, 1.9506], [-1.3830, 1.8946, 0.6356], [-0.2025, 3.8806, -0.3891], [3.4730, 4.5344, 0.2039], [2.4353, 4.4073, -1.2205], [1.9776, 5.4960, 0.0920], [3.3919, 2.8041, 1.7248], [2.1963, 0.8774, 2.7914], [-1.3370, -2.0844, -3.5775], [0.0712, -1.5784, -3.2301], [0.5858, -2.0428, -1.8498], [-0.4373, -1.9831, -0.7457], [-0.1287, -1.5881, 0.5153], [-1.8233, -2.4695, -1.0930], [-2.3472, -1.9240, -2.4353], [-1.7007, -1.5181, -4.4421], [-1.2901, -3.1365, -3.8947], [0.7761, -1.9009, -4.0088], [0.0651, -0.4781, -3.2492], [0.9453, -3.0823, -1.9625], [1.4607, -1.4401, -1.5781], [-0.7961, -1.9164, 1.3224], [0.8720, -1.2019, 0.7419], [-1.8272, -3.5725, -1.1490], [-2.5309, -2.1897, -0.3052], [-2.5822, -0.8553, -2.3181], [-3.2873, -2.4251, -2.7011]],
  "lowdin_charge": [0.014, -0.032, -0.068, -0.202, 0.014, -0.006, -0.232, -0.030, -0.006, 0.023, 0.110, 0.116, 0.105, 0.153, 0.130, 0.129, 0.084, 0.098, 0.100, 0.126, 0.133, -0.204, -0.189, -0.144, -0.247, 0.019, -0.152, -0.190, 0.112, 0.118, 0.115, 0.113, 0.138, 0.115, 0.072, 0.089, 0.135, 0.111, 0.114, 0.116],
  "total_charge": 1,
  "gap_ev": 7.27,
  "multiplicity": 1,
  "e_lumo_ev": -5.003,
  "homo_ev": -12.27
}



Model two:
{
  "formula": "C16H23O",
  "method": "the ωB97M-V functional and the def2-TZVPD basis",
  "symbols": ["C", "O", "C", "C", "C", "C", "C", "C", "C", "H", "H", "H", "H", "H", "H", "H", "H", "H", "C", "C", "C", "C", "C", "C", "C", "C", "H", "H", "H", "H", "H", "H", "H", "H", "H", "H", "H", "H", "H", "H"],
  "xyz": [[-2.0436, 2.4836, 3.0808], [-0.8921, 1.6297, 2.9307], [0.0781, 2.0664, 2.1769], [1.2460, 1.2730, 2.0093], [2.3131, 1.7495, 1.1993], [3.4463, 0.9640, 1.0274], [3.5361, -0.2927, 1.6525], [2.4832, -0.7645, 2.4571], [1.3437, 0.0006, 2.6449], [-2.7434, 1.9549, 3.7265], [-1.7438, 3.4380, 3.5297], [-2.4908, 2.6742, 2.0957], [-0.0550, 3.0585, 1.7196], [2.1929, 2.7334, 0.7379], [4.2704, 1.3265, 0.4039], [4.4278, -0.9031, 1.5127], [2.5538, -1.7415, 2.9440], [0.5098, -0.3337, 3.2628], [-1.8203, 6.2706, -2.1498], [-2.9036, 5.5810, -1.7537], [-4.2928, 6.0428, -2.1080], [-2.7573, 4.2736, -1.0017], [-2.6863, 3.0487, -1.9427], [-2.5738, 1.7391, -1.1940], [-3.8459, 1.0637, -0.7617], [-1.3706, 1.2243, -0.8831], [-0.8134, 5.9190, -1.9167], [-1.9296, 7.2025, -2.7057], [-5.0595, 5.3581, -1.7301], [-4.4892, 7.0400, -1.6921], [-4.4198, 6.1309, -3.1964], [-1.8385, 4.2972, -0.3971], [-3.6179, 4.1476, -0.3274], [-3.5964, 3.0365, -2.5615], [-1.8175, 3.1727, -2.6053], [-4.7336, 1.6194, -1.0846], [-3.9120, 0.0476, -1.1743], [-3.8903, 0.9585, 0.3322], [-1.2865, 0.2741, -0.3533], [-0.4475, 1.7070, -1.2122]],
  "lowdin_charge": [0.017, -0.021, 0.024, -0.178, 0.013, -0.035, -0.003, -0.032, 0.027, 0.112, 0.114, 0.096, 0.166, 0.131, 0.125, 0.126, 0.125, 0.132, 0.041, -0.372, -0.065, -0.183, -0.164, -0.366, -0.058, 0.014, 0.061, 0.070, 0.074, 0.086, 0.088, 0.099, 0.113, 0.124, 0.122, 0.081, 0.092, 0.074, 0.066, 0.063],
  "total_charge": 1,
  "gap_ev": 5.87,
  "multiplicity": 1,
  "e_lumo_ev": -5.499,
  "homo_ev": -11.37
}



The structure with the greatest stability is model one.



Model one:
{
  "formula": "C3H3OP",
  "method": "the ωB97M-V functional and the def2-TZVPD basis",
  "symbols": ["C", "C", "C", "O", "P", "H", "H", "H"],
  "xyz": [[-0.4865, 0.2551, -0.4983], [0.6660, -0.0235, -0.4866], [-2.2006, 0.4002, 0.0620], [-3.1044, 0.1685, -0.6800], [2.4173, -0.3214, -0.4852], [-2.1690, 0.5956, 1.1026], [2.4923, -1.4909, 0.3360], [2.3850, 0.4164, 0.6495]],
  "lowdin_charge": [-0.017, -0.503, -0.148, 0.070, 0.749, 0.087, -0.102, -0.136],
  "smiles": "O=CC#CP",
  "gap_ev": 9.78,
  "multiplicity": 1,
  "e_lumo_ev": 0.106,
  "homo_ev": -9.68
}



Model two:
{
  "formula": "C3H3OP",
  "method": "the ωB97M-V functional and the def2-TZVPD basis",
  "symbols": ["C", "C", "C", "O", "P", "H", "H", "H"],
  "xyz": [[-0.8371, 1.3981, 0.4460], [-0.1123, 0.5084, 0.0593], [0.8623, -0.6480, -0.4814], [3.2222, 0.1329, 0.8124], [2.5290, 0.4962, -0.4028], [-1.7801, 1.8498, 0.5321], [0.3542, -0.9235, -1.3980], [0.8164, -1.5171, 0.2994]],
  "lowdin_charge": [0.064, -0.247, -0.339, -0.490, 0.864, 0.014, 0.038, 0.095],
  "smiles": "C#CCP=O",
  "gap_ev": 8.83,
  "multiplicity": 1,
  "e_lumo_ev": -0.740,
  "homo_ev": -9.57
}



Model three:
{
  "formula": "C3H3OP",
  "method": "the ωB97M-V functional and the def2-TZVPD basis",
  "symbols": ["C", "C", "C", "O", "P", "H", "H", "H"],
  "xyz": [[-0.7248, 0.3917, 0.0335], [0.1362, -0.7310, -0.3656], [0.6659, -0.1088, 0.6595], [-3.8012, -0.8619, -0.0554], [-3.1984, 0.4533, -0.0643], [-0.6596, 1.3163, -0.5294], [0.2466, -1.5128, -1.0859], [1.3427, 0.0118, 1.4585]],
  "lowdin_charge": [-0.307, -0.142, -0.009, -0.566, 0.874, -0.001, 0.084, 0.066],
  "gap_ev": [6.74, 6.74],
  "multiplicity": 1,
  "e_lumo_ev": [-0.842, -0.842],
  "homo_ev": [-7.58, -7.58]
}



The structure with the greatest stability is model two.



Model one:
{
  "formula": "H4NO2PS",
  "method": "the ωB97M-V functional and the def2-TZVPD basis",
  "symbols": ["N", "O", "O", "P", "S", "H", "H", "H", "H"],
  "xyz": [[-0.7598, 1.1432, 0.9964], [2.0285, -1.2333, 0.5645], [0.1060, -1.0242, -0.9483], [0.4462, -1.4241, 0.5214], [-1.6698, 1.2474, -0.3228], [-1.4658, 0.9600, 1.6938], [2.6150, -0.7340, -0.1722], [-0.7540, -0.3577, -1.1494], [-0.5464, 1.4228, -1.1836]],
  "lowdin_charge": [-0.587, -0.371, -0.470, 0.848, 0.584, -0.079, 0.159, -0.008, -0.075],
  "gap_ev": [7.19, 6.45],
  "multiplicity": 1,
  "e_lumo_ev": [-0.195, -0.457],
  "homo_ev": [-7.38, -6.91]
}



Model two:
{
  "formula": "H4NO2PS",
  "method": "the ωB97M-V functional and the def2-TZVPD basis",
  "symbols": ["N", "O", "O", "P", "S", "H", "H", "H", "H"],
  "xyz": [[-1.5022, 0.6890, -0.0629], [-0.4450, -1.3854, -1.1639], [-0.2144, -1.2127, 1.2218], [-0.1938, -0.2107, -0.0360], [2.1333, 0.1263, -0.0732], [-1.2692, 1.6412, -0.2859], [-1.3478, -1.1214, -1.3000], [-0.3394, -0.9750, 2.1269], [2.3663, -1.0774, 0.2756]],
  "lowdin_charge": [-0.174, -0.211, -0.226, 0.360, 0.458, -0.034, 0.026, 0.067, -0.265],
  "smiles": "N=P(O)(O)S",
  "gap_ev": 9.50,
  "multiplicity": 1,
  "e_lumo_ev": -0.373,
  "homo_ev": -9.88
}



Model three:
{
  "formula": "H4NO2PS",
  "method": "the ωB97M-V functional and the def2-TZVPD basis",
  "symbols": ["N", "O", "O", "P", "S", "H", "H", "H", "H"],
  "xyz": [[-0.2603, -0.6071, -0.6067], [0.1238, 0.8442, 1.3876], [-0.0989, 1.7204, -1.0916], [0.8161, 0.6728, -0.1261], [0.0774, -2.3384, 0.7863], [-0.0998, -1.0096, -1.5582], [-0.8310, 1.0039, 1.3383], [0.2571, 1.2533, -1.9158], [0.0154, -1.5396, 1.7862]],
  "lowdin_charge": [-0.374, -0.346, -0.327, 0.679, 0.551, 0.009, 0.056, 0.043, -0.291],
  "gap_ev": 8.22,
  "multiplicity": 1,
  "e_lumo_ev": -1.154,
  "homo_ev": -9.38
}



The structure with the greatest stability is model two.



Model one:
{
  "formula": "H4NO2PS",
  "method": "the ωB97M-V functional and the def2-TZVPD basis",
  "symbols": ["N", "O", "O", "P", "S", "H", "H", "H", "H"],
  "xyz": [[1.0760, -0.3738, 1.2154], [-0.8211, -1.9025, -0.1484], [-1.3567, 0.5650, -0.2605], [-1.1491, -0.6823, 0.7913], [1.7826, -0.5032, -0.3516], [1.5209, 0.4730, 1.5392], [-0.3179, -1.9717, -1.0106], [-1.3653, 1.3274, 0.3464], [2.2496, -1.8092, -0.1821]],
  "lowdin_charge": [-0.598, -0.373, -0.335, 0.850, 0.535, -0.064, 0.075, 0.041, -0.131],
  "gap_ev": 8.76,
  "multiplicity": 1,
  "e_lumo_ev": 0.520,
  "homo_ev": -8.24
}



Model two:
{
  "formula": "H4NO2PS",
  "method": "the ωB97M-V functional and the def2-TZVPD basis",
  "symbols": ["N", "O", "O", "P", "S", "H", "H", "H", "H"],
  "xyz": [[1.3839, -0.7272, -0.9008], [-2.2971, 1.0630, -0.1568], [-1.1957, -0.8795, 1.0088], [-1.6085, -0.4047, -0.2880], [1.9877, -0.3522, 0.5371], [2.1493, -0.8492, -1.5245], [-2.9060, 1.6450, -0.6271], [0.8493, -0.5956, 1.1572], [1.6372, 1.1004, 0.7940]],
  "lowdin_charge": [-0.530, -0.318, -0.468, 0.745, 0.746, -0.079, 0.059, -0.132, -0.021],
  "gap_ev": 9.11,
  "multiplicity": 1,
  "e_lumo_ev": 0.414,
  "homo_ev": -8.70
}



Model three:
{
  "formula": "H4NO2PS",
  "method": "the ωB97M-V functional and the def2-TZVPD basis",
  "symbols": ["N", "O", "O", "P", "S", "H", "H", "H", "H"],
  "xyz": [[-0.7092, -0.8891, 0.4600], [0.2757, -1.0248, -1.8467], [1.7006, -0.2267, 0.0835], [-0.1275, 1.9018, -0.8628], [0.4395, -0.2153, -0.6526], [-0.1244, -1.3837, 1.2400], [-1.3276, -1.5278, 0.0243], [1.2503, 2.1337, -0.2899], [-1.3774, 1.2318, 1.8443]],
  "lowdin_charge": [-0.169, -0.392, -0.435, 0.656, 0.253, 0.107, 0.024, -0.119, 0.075],
  "gap_ev": [9.22, 7.95],
  "multiplicity": 1,
  "e_lumo_ev": [-0.646, -2.326],
  "homo_ev": [-9.86, -10.27]
}



The structure with the greatest stability is model one.